one:
# C24H72N6O12

A 12-piece molecular cluster, C24H72N6O12 overall (the ωB97M-V functional and the def2-TZVPD basis, the Open Molecules 2025 dataset).

ORCA input file:
```
! RIJCOSX wB97M-V def2-TZVPD def2/J DEFGRID3
* xyz 0 1
C -2.544 -3.231 1.983
O -2.297 -3.844 3.225
H -1.704 -2.573 1.728
H -3.436 -2.683 1.929
H -2.528 -3.988 1.188
H -1.506 -3.441 3.537
C 1.077 2.514 2.736
O 0.045 2.920 1.913
H 1.512 3.300 3.372
H 1.917 2.107 2.215
H 0.659 1.795 3.462
H -0.083 2.208 1.258
C 1.689 -2.779 -2.971
O 1.634 -2.288 -4.277
H 2.770 -2.693 -2.678
H 1.351 -3.805 -2.920
H 1.017 -2.192 -2.348
H 1.017 -2.825 -4.787
C 2.267 -3.323 0.805
O 1.178 -2.766 1.513
N 2.696 -4.578 0.972
N 2.876 -2.624 -0.132
H 2.340 -5.005 1.836
H 3.588 -4.834 0.526
H 2.503 -1.644 -0.223
H 3.778 -2.923 -0.491
C 0.365 0.151 0.115
O 1.430 -0.222 -0.674
N -0.003 -0.503 1.187
N -0.409 1.129 -0.144
H 0.460 -1.348 1.364
H -0.628 -0.154 1.888
H -0.265 1.665 -1.009
H -1.317 1.008 0.284
C 2.401 1.182 -4.186
O 2.635 2.458 -3.779
N 2.739 0.666 -5.298
N 1.998 0.274 -3.403
H 3.071 1.253 -6.040
H 2.670 -0.313 -5.507
H 1.848 0.462 -2.409
H 1.781 -0.682 -3.745
C 1.143 -0.741 4.893
C 0.588 -2.150 4.785
C -0.324 -2.644 5.864
O -0.004 -2.376 3.688
H 1.527 -0.352 3.927
H 1.781 -0.635 5.701
H 0.243 -0.131 5.102
H 1.516 -2.712 4.844
H -1.259 -2.157 5.777
H 0.053 -2.478 6.804
H -0.413 -3.677 5.789
H 0.629 -2.595 3.008
C 3.952 0.400 1.047
C 4.235 1.826 0.525
C 3.113 2.457 -0.336
O 4.420 2.657 1.438
H 2.979 0.285 1.486
H 4.716 0.192 1.763
H 4.050 -0.364 0.302
H 5.153 1.871 -0.037
H 2.957 1.816 -1.219
H 3.455 3.428 -0.715
H 2.136 2.476 0.238
H 4.782 3.482 0.968
C -3.435 -0.030 -0.323
C -3.402 -1.277 -1.217
C -1.951 -1.604 -1.469
O -3.955 -2.321 -0.801
H -3.137 0.832 -0.924
H -2.754 -0.133 0.526
H -4.450 0.086 0.034
H -3.837 -0.986 -2.133
H -1.411 -1.892 -0.583
H -1.447 -0.772 -1.846
H -1.942 -2.397 -2.247
H -4.669 -2.061 -0.244
C -3.494 -0.663 4.616
C -2.936 0.005 3.367
C -3.381 1.437 3.175
O -1.735 0.077 3.313
H -4.586 -0.755 4.693
H -3.261 -0.004 5.458
H -2.962 -1.571 4.808
H -3.262 -0.636 2.538
H -4.478 1.538 3.226
H -2.944 1.801 2.245
H -3.065 2.023 4.003
H -1.256 -0.632 3.757
C 1.053 4.854 -2.231
C 0.132 3.725 -1.808
C -1.356 4.003 -2.073
O 0.371 2.662 -2.300
H 0.785 5.705 -1.664
H 0.893 5.164 -3.284
H 2.139 4.627 -2.076
H 0.281 3.591 -0.741
H -1.738 4.884 -1.634
H -2.021 3.180 -1.825
H -1.465 4.211 -3.149
H 1.038 2.793 -2.989
C -2.175 1.099 -3.859
C -1.258 0.643 -4.916
C -1.143 -0.914 -4.943
O -1.612 1.081 -6.028
H -1.756 1.024 -2.859
H -3.154 0.684 -3.857
H -2.378 2.141 -3.912
H -0.259 0.973 -4.712
H -2.141 -1.415 -5.139
H -0.847 -1.208 -3.955
H -0.451 -1.277 -5.635
H -1.207 1.995 -6.039
*
```

Lowest unoccupied orbital energy = -0.03 eV
SMILES = NC(N)=O.NC(N)=O.NC(N)=O.CC(C)O.CC(C)O.CC(C)O.CC(C)O.CC(C)O.CC(C)O.CO.CO.CO
Gap between HOMO and LUMO = 0.329 Ha

two:
# C24H72N6O12

A 12-piece molecular cluster, C24H72N6O12 overall (the ωB97M-V functional and the def2-TZVPD basis, the Open Molecules 2025 dataset).

ORCA input file:
```
! RIJCOSX wB97M-V def2-TZVPD def2/J DEFGRID3
* xyz 0 1
C 0.179 1.974 -5.459
O 0.238 0.563 -5.466
H -0.643 2.330 -6.104
H 1.026 2.418 -5.910
H -0.068 2.478 -4.422
H 0.656 0.270 -6.305
C -0.509 0.245 -1.060
O -1.713 0.400 -0.337
H 0.305 0.794 -0.577
H -0.628 0.802 -2.007
H -0.318 -0.822 -1.289
H -1.879 1.322 -0.351
C -3.161 0.420 -3.326
O -2.253 0.261 -4.358
H -2.781 1.377 -2.832
H -3.147 -0.334 -2.563
H -4.132 0.579 -3.862
H -1.363 0.469 -4.134
C -4.414 1.683 1.879
O -4.138 2.883 1.214
N -3.891 0.570 1.470
N -5.279 1.444 2.844
H -3.167 0.554 0.741
H -4.037 -0.379 1.855
H -5.648 2.221 3.330
H -5.354 0.539 3.291
C -1.071 3.742 -1.182
O -0.820 3.837 -2.588
N -2.098 3.119 -0.675
N -0.247 4.294 -0.372
H -2.842 2.919 -1.364
H -2.328 3.030 0.344
H 0.626 4.657 -0.692
H -0.621 4.703 0.501
C 2.492 3.140 1.541
O 1.975 4.065 2.448
N 1.856 2.649 0.499
N 3.731 2.719 1.545
H 1.011 3.156 0.284
H 2.270 1.885 -0.069
H 4.364 3.043 2.296
H 4.188 2.170 0.800
C 1.690 -0.917 1.473
C 2.215 -0.218 2.727
C 2.377 -1.402 3.775
O 3.404 0.300 2.603
H 1.606 -0.194 0.700
H 0.687 -1.307 1.736
H 2.263 -1.766 1.195
H 1.594 0.594 3.070
H 2.397 -0.963 4.806
H 3.285 -2.010 3.613
H 1.455 -2.021 3.770
H 3.308 1.113 2.029
C -2.100 -1.804 2.588
C -3.379 -2.661 2.356
C -3.714 -3.774 3.387
O -4.402 -1.932 2.204
H -1.933 -1.136 1.701
H -1.219 -2.402 2.604
H -2.307 -1.248 3.484
H -3.348 -3.144 1.401
H -4.499 -4.400 3.068
H -3.930 -3.373 4.418
H -2.856 -4.417 3.586
H -5.180 -2.460 2.068
C -0.104 -4.387 -1.844
C -0.639 -3.914 -0.554
C -1.761 -2.906 -0.929
O -1.024 -4.660 0.310
H -0.737 -5.173 -2.367
H 0.838 -4.935 -1.615
H 0.189 -3.708 -2.633
H 0.170 -3.304 -0.172
H -1.953 -2.162 -0.041
H -2.605 -3.541 -1.213
H -1.482 -2.413 -1.769
H -0.321 -5.013 0.889
C 2.317 1.834 -2.986
C 3.427 1.344 -2.057
C 4.347 2.459 -1.758
O 3.154 0.731 -1.010
H 1.439 2.340 -2.494
H 2.032 1.059 -3.658
H 2.692 2.572 -3.703
H 4.081 0.698 -2.681
H 4.771 2.856 -2.703
H 5.168 2.171 -1.094
H 3.773 3.158 -1.233
H 3.156 -0.250 -1.174
C -0.850 1.886 2.570
C -1.568 1.550 3.839
C -0.663 0.820 4.835
O -1.823 2.549 4.523
H 0.075 2.519 2.838
H -1.588 2.543 1.946
H -0.452 1.032 2.102
H -2.520 0.959 3.667
H 0.124 1.449 5.189
H -0.287 -0.119 4.491
H -1.168 0.540 5.798
H -1.059 3.009 4.855
C 2.231 -2.003 -3.684
C 2.790 -2.643 -2.396
C 4.274 -2.835 -2.508
O 2.510 -2.084 -1.307
H 2.815 -1.166 -3.973
H 1.251 -1.609 -3.366
H 2.234 -2.722 -4.523
H 2.371 -3.660 -2.193
H 4.638 -3.477 -1.731
H 4.872 -1.963 -2.315
H 4.470 -3.332 -3.483
H 2.612 -2.748 -0.624
*
```

Lowest unoccupied orbital energy = 0.01 eV
SMILES = NC(N)=O.NC(N)=O.NC(N)=O.CC(C)O.CC(C)O.CC(C)O.CC(C)O.CC(C)O.CC(C)O.CO.CO.CO
Gap between HOMO and LUMO = 0.336 Ha

Most stable structure: one

one:
# C2H3ClO2

A 2-piece molecular cluster, C2H3ClO2 overall (the ωB97M-V functional and the def2-TZVPD basis, the Open Molecules 2025 dataset).

ORCA input file:
```
! RIJCOSX wB97M-V def2-TZVPD def2/J DEFGRID3
* xyz 0 1
C -0.153 0.496 0.033
C -0.305 -1.914 -0.826
O 1.338 0.888 0.037
O 0.644 -2.390 -0.473
Cl -1.511 1.871 0.959
H -0.652 -0.618 0.041
H -0.814 0.993 -0.805
H 1.454 0.674 1.034
*
```

Lowest unoccupied orbital energy = -0.53 eV
Gap between HOMO and LUMO = 0.364 Ha

two:
# C2H3ClO2

A single C2H3ClO2 molecule (the ωB97M-V functional and the def2-TZVPD basis, the Open Molecules 2025 dataset).

ORCA input file:
```
! RIJCOSX wB97M-V def2-TZVPD def2/J DEFGRID3
* xyz 0 1
C -0.713 -0.652 0.396
C 0.399 0.294 0.059
O -0.745 -1.211 -0.855
O 0.224 1.461 -0.524
Cl 1.993 -0.155 0.297
H -0.267 -1.296 1.160
H -1.720 -0.073 0.629
H 0.829 1.632 -1.162
*
```

Lowest unoccupied orbital energy (alpha / beta) = -0.45 / -0.45 eV
Gap between HOMO and LUMO (alpha / beta) = 0.317 / 0.317 Ha

Most stable structure: two